Formula: C8H15ClN3O
Source: the Open Molecules 2025 dataset
Level of theory: ωB97M-V/def2-TZVPD

Values from the calculation:
**LUMO level**: -0.1704 Eh
**Structure (SMILES)**: CC[C@@](C)(/C=[NH+]/[C@@H](N)Cl)OCC#N
**Molar mass**: 204.7 g/mol
**Orbital gap**: 9.8956 eV
**Energy above the lowest of the compared OMol25 structures with the same formula, charge and spin**: 0.00 kJ/mol
**Total energy**: -1013.18530 a.u.
**E_HOMO**: -14.534 eV

The geometry in ORCA input format:
```
! RIJCOSX wB97M-V def2-TZVPD def2/J DEFGRID3
* xyz 1 1
C 1.847 0.712 0.706
C 1.360 -0.518 -0.080
C -0.148 -0.814 -0.258
C -0.651 -1.417 1.104
C -0.696 0.527 -0.691
N -1.162 1.403 0.106
C -1.530 2.810 -0.242
N -1.825 3.338 1.041
Cl -0.395 3.687 -1.220
O -0.422 -1.686 -1.332
C 0.154 -2.988 -1.293
C 1.569 -3.172 -1.406
N 2.678 -3.181 -1.515
H 2.906 0.748 0.629
H 1.574 0.518 1.701
H 1.488 1.562 0.158
H 1.745 -1.443 0.202
H 1.739 -0.508 -1.102
H -0.690 -0.462 1.801
H -0.022 -2.121 1.708
H -1.543 -1.962 0.962
H -0.396 0.623 -1.712
H -1.293 1.031 1.059
H -2.536 2.670 -0.688
H -2.293 4.210 1.119
H -0.911 3.439 1.526
H -0.338 -3.615 -1.975
H -0.208 -3.395 -0.305
*
```